1.
2 unconnected molecules or ions with the total composition C3H12NO3Si in a non-equilibrium geometry. Source: the OMol25 dataset; level of theory: wB97M-V/def2-TZVPD.

CARTESIAN COORDINATES (ANGSTROEM)
Si 2.565 -1.115 -0.928
O 2.048 -2.640 -1.020
O 2.692 -0.399 -2.351
O 3.863 -0.690 -0.014
N -0.871 0.085 0.341
C 0.473 0.225 0.748
C -1.212 0.953 -0.876
C -1.916 0.242 1.410
H 0.572 -0.306 1.763
H -1.957 0.835 -1.647
H -1.744 -0.487 2.251
H -0.896 -0.898 0.134
H 3.617 -0.175 0.759
H 0.760 1.249 0.845
H -2.076 1.156 1.904
H -0.216 1.118 -1.427
H 2.743 -3.285 -0.661
H -2.996 -0.011 0.964
H -1.519 1.925 -0.484
H 3.169 0.417 -2.330

The charge is +1. The spin multiplicity is 3. The HOMO energy (alpha / beta) is -0.351 / -0.555 Ha. The gap between HOMO and LUMO (alpha / beta) comes out at 6.62 / 8.84 eV.

=====

2.
10 unconnected molecules or ions with the total composition C44H105N3O10 in a non-equilibrium geometry. Source: the OMol25 dataset; level of theory: wB97M-V/def2-TZVPD.

CARTESIAN COORDINATES (ANGSTROEM)
O 0.640 -2.236 4.095
O 3.038 -2.844 3.076
O 1.302 -0.181 5.927
O -5.729 0.200 3.632
O 3.556 -0.470 4.439
O -0.681 -1.721 -1.215
O 1.872 -1.049 0.190
O 2.243 1.895 -3.149
O 4.481 -1.799 -0.919
O -2.847 1.246 -2.683
N -5.560 0.371 2.205
N 3.329 1.028 -3.376
N -3.004 2.422 -3.403
C -5.623 -0.678 0.036
C 5.681 0.722 -3.828
C 3.731 -4.002 -1.586
C 5.364 -0.699 6.079
C -5.337 1.859 -3.666
C 0.607 0.995 0.882
C 0.406 1.756 4.683
C -5.550 -2.091 2.156
C -0.554 2.615 -3.585
C -3.881 2.223 2.445
C -1.279 -3.522 3.373
C 4.451 -3.170 -0.561
C -0.438 -4.017 -1.091
C -0.530 -2.927 4.569
C -4.855 3.516 -1.978
C -3.171 -0.057 2.865
C -3.614 0.569 0.586
C -4.490 4.171 -4.355
C 2.304 0.412 -5.560
C -0.457 -2.854 -2.030
C 2.938 -0.041 -4.241
C 5.360 -0.269 -4.984
C 5.877 -0.336 3.577
C -0.452 1.001 6.907
C -1.778 4.032 -1.826
C -4.125 0.728 2.053
C 4.981 2.708 -2.532
C 2.965 -5.180 3.768
C -4.097 -0.729 -0.123
C 4.103 -0.979 -4.567
C -2.069 4.511 -4.247
C 3.586 -3.827 3.900
C -6.069 -0.817 1.476
C -1.506 -3.059 -3.110
C 1.725 0.023 1.110
C -1.835 3.341 -3.247
C 4.547 2.709 -4.957
C 4.919 -0.063 4.767
C -3.444 5.177 -4.096
C 1.939 -0.956 -3.490
C 0.779 1.159 6.036
C -7.613 -0.710 1.563
C 4.578 1.833 -3.720
C -4.359 2.953 -3.307
H -5.461 1.229 -2.772
H 3.041 0.868 -6.235
H -7.859 0.278 1.229
H 6.105 -1.397 3.580
H 6.201 -0.141 6.527
H -2.820 2.360 2.326
H -5.984 0.261 -0.472
H 0.125 2.760 4.809
H 3.745 3.398 -5.062
H 2.114 -0.128 5.388
H 1.013 -1.187 -0.307
H -6.144 -3.013 1.908
H 4.304 -3.857 -2.551
H 3.705 -1.672 -5.271
H -4.115 2.358 3.507
H -0.454 2.299 -4.618
H 5.414 3.402 -4.873
H -1.689 -2.833 2.621
H -4.469 3.875 -5.389
H -4.642 4.596 -1.978
H 6.190 -0.993 -4.980
H -6.279 2.259 -3.931
H 0.196 -3.685 -0.247
H -1.041 0.110 6.617
H -0.054 -4.950 -1.499
H 2.065 1.633 -2.271
H 5.377 0.304 -5.918
H -4.446 2.949 1.852
H -0.378 0.602 1.092
H 5.471 -3.531 -0.457
H 1.817 -0.446 -6.069
H -0.411 1.713 -2.984
H -6.011 -1.523 -0.517
H 3.470 -5.902 4.403
H 5.655 -1.778 5.945
H 4.591 -3.818 3.480
H 0.503 1.316 -0.162
H 0.538 -2.771 -2.500
H 6.764 0.263 3.714
H -2.146 0.360 2.826
H -3.429 -0.060 3.918
H 1.122 -0.354 -3.141
H -3.016 1.346 -1.726
H -3.072 -1.148 2.702
H 2.639 0.583 0.953
H 5.956 3.187 -2.764
H -1.218 5.181 -4.089
H 3.019 -5.507 2.671
H -2.199 -4.031 3.689
H -5.944 3.469 -1.872
H -8.031 -0.854 2.583
H 3.587 -3.446 4.909
H 3.804 -5.068 -1.335
H 2.456 -1.478 -2.683
H 4.410 -1.587 -3.720
H 1.672 -0.285 2.122
H 0.365 3.166 -3.301
H 2.162 -2.620 3.397
H -6.462 0.824 3.833
H 0.819 1.901 1.483
H -1.046 -2.228 5.172
H 4.534 -0.687 6.822
H -0.896 -0.972 -1.794
H -0.204 -3.804 5.189
H -0.633 -4.245 2.837
H -1.454 -4.095 -3.495
H -4.969 1.304 -4.558
H -1.951 4.047 -5.256
H -2.465 0.577 0.633
H 5.100 2.137 -1.565
H 2.712 -3.669 -1.805
H 1.646 -1.689 -4.220
H 3.950 -3.182 0.417
H 3.544 -1.378 4.036
H 4.639 2.150 -5.868
H 5.707 0.146 -2.893
H -2.473 -2.786 -2.756
H -1.030 1.868 6.801
H -1.468 -4.399 -0.759
H -2.588 4.717 -1.641
H 4.810 0.987 4.869
H 1.295 1.727 4.146
H 0.754 -1.532 4.723
H -3.843 -0.739 -1.192
H -4.497 -2.316 1.954
H -3.861 1.422 -0.082
H -0.396 1.294 4.172
H 4.243 3.509 -2.433
H 1.460 1.038 -5.416
H -8.194 -1.429 0.912
H -1.649 3.270 -1.047
H -1.400 -2.494 -4.006
H 6.641 1.241 -3.930
H 1.869 -5.125 3.921
H 3.651 -1.460 -0.623
H -4.448 3.010 -1.149
H 1.478 1.841 6.563
H -3.498 5.932 -4.858
H -0.951 4.741 -1.825
H -3.759 -1.678 0.350
H -5.522 4.572 -4.295
H 5.431 -0.022 2.622
H -0.059 0.917 7.924
H -5.626 -1.966 3.226
H -3.583 5.764 -3.184

The charge is 0. The calculation puts the relative energy (zero: lowest compared OMol25 entry of this formula, charge and spin) at 1.8 kcal/mol. The HOMO energy is -0.304 Ha. The gap between HOMO and LUMO comes out at 8.91 eV. The SMILES is CC1(C)CCCC(C)(C)N1O.CC1(C)CCCC(C)(C)N1O.CC1(C)CCCC(C)(C)N1O.CC(C)O.CC(C)O.CC(C)O.CCO.CCO.CCO.CCO.

=====

3.
A molecular structure, C30H29N5O2Sr in a non-equilibrium geometry. Source: the OMol25 dataset; level of theory: wB97M-V/def2-TZVPD.

CARTESIAN COORDINATES (ANGSTROEM)
Sr 0.406 0.366 -0.999
O 1.398 -3.272 -3.632
O 4.875 1.030 -0.316
N 2.745 0.062 -0.275
N 1.744 2.667 -0.536
N -1.358 0.408 0.461
N 1.276 -1.749 -1.869
N -0.681 -0.380 -3.315
C 1.940 4.933 0.181
C -2.193 -0.294 -5.157
C -3.442 -0.182 1.605
C 0.407 1.725 2.864
C -2.000 -0.436 3.974
C -4.299 -0.082 0.354
C -0.197 -1.548 -3.757
C 0.941 -2.283 -3.024
C 3.808 -4.001 -0.337
C 3.258 4.701 0.572
C -1.320 -0.079 2.834
C 2.369 -2.209 -1.125
C 3.128 -1.282 -0.346
C 1.233 3.883 -0.373
C 2.736 -3.554 -1.097
C -1.648 0.225 -3.997
C 0.936 -0.443 4.000
C -4.372 1.347 -0.194
C -3.376 -0.679 3.989
C 2.999 2.429 -0.143
C -4.056 -0.549 2.782
C 3.792 3.437 0.397
C -1.696 -1.509 -5.628
C 0.166 0.209 2.860
C 4.211 -1.758 0.391
C -3.852 -1.058 -0.738
C -0.689 -2.137 -4.921
C -2.003 0.091 1.541
C 4.549 -3.102 0.405
C 3.628 1.034 -0.267
H -1.447 -0.549 4.906
H 4.060 -5.057 -0.333
H 2.165 -4.245 -1.697
H 2.010 -0.298 3.859
H -5.132 -0.737 2.756
H 5.392 -3.441 0.999
H -2.988 0.232 -5.669
H 1.472 1.959 2.759
H -4.786 2.023 0.559
H -0.138 2.166 2.028
H 0.044 2.168 3.797
H -2.095 -1.955 -6.532
H -4.490 -0.977 -1.624
H 4.808 3.187 0.665
H -0.251 -3.076 -5.225
H -3.360 1.670 -0.436
H -2.821 -0.831 -1.010
H -3.896 -2.086 -0.373
H 0.603 -0.157 1.916
H -3.888 -0.974 4.899
H 0.737 -1.516 4.046
H -2.017 1.154 -3.576
H 1.470 5.898 0.313
H -5.004 1.397 -1.090
H 0.669 -0.011 4.969
H 4.789 -1.041 0.956
H -5.323 -0.369 0.645
H 3.851 5.495 1.012
H 0.201 4.011 -0.684

The charge is -2. The calculation puts the relative energy (zero: lowest compared OMol25 entry of this formula, charge and spin) at 12.0 kcal/mol. The HOMO energy is 0.025 Ha. The gap between HOMO and LUMO comes out at 3.59 eV.

=====

4.
3 unconnected molecules or ions with the total composition C26H43Br2N4O7P in a non-equilibrium geometry. Source: the OMol25 dataset; level of theory: wB97M-V/def2-TZVPD.

CARTESIAN COORDINATES (ANGSTROEM)
Br -0.269 -7.536 -3.537
Br 0.317 1.877 -7.325
P 1.200 -6.016 -2.774
O -3.684 6.682 2.603
O -1.725 7.329 4.909
O -0.310 -0.036 3.302
O -0.639 -3.020 4.825
O 1.064 -2.611 2.272
O 2.813 -6.560 -3.158
O -2.683 4.192 4.145
N 2.407 -0.648 -2.703
N 1.066 -0.067 -5.315
N -0.186 -2.480 -6.967
N -0.100 -5.265 -5.852
C 0.650 -3.540 4.515
C -0.184 -0.509 1.964
C -2.839 4.373 2.741
C 1.428 -2.553 3.652
C 1.707 -1.724 -3.492
C 0.410 0.018 -6.571
C 4.736 -1.260 -1.702
C 1.037 -1.451 -4.907
C -3.359 3.040 4.613
C -3.934 7.003 3.973
C -0.202 -2.034 1.939
C 2.296 -3.416 -1.358
C 0.180 1.284 3.449
C 0.419 -2.645 -5.673
C -0.823 -0.840 -8.861
C 1.050 -4.337 -3.684
C 4.314 -1.270 -4.376
C 0.436 -4.123 -5.085
C 3.700 -0.981 -2.914
C -0.196 -1.130 -7.420
C -0.621 8.214 4.971
C 1.692 -3.144 -2.839
C -2.568 5.823 2.359
C -1.549 -4.037 5.195
C -2.928 7.998 4.542
C -1.515 -1.944 -9.525
H -0.738 0.170 -9.398
H -0.378 1.974 2.807
H 4.948 -2.397 -1.783
H -2.972 2.141 4.125
H -1.038 -0.123 1.395
H 3.112 -7.112 -2.393
H -3.193 2.960 5.689
H -2.653 -1.916 -9.653
H -3.852 4.096 2.430
H 0.561 -4.495 3.988
H -4.007 6.102 4.583
H 1.247 1.322 3.211
H 5.748 -0.753 -1.824
H 0.048 1.584 4.490
H 1.364 -1.534 4.036
H 1.181 -3.696 5.462
H -0.930 -2.820 -9.969
H 5.468 -1.318 -4.300
H -2.725 8.777 3.801
H -4.919 7.477 3.983
H 3.335 -3.880 -1.376
H -2.114 3.720 2.240
H 4.057 -0.480 -5.155
H -1.697 -4.737 4.366
H -2.407 5.862 1.277
H 0.670 -5.909 -6.068
H 2.315 -2.406 -0.836
H 0.260 7.640 5.260
H -4.436 3.134 4.437
H -0.401 -2.350 0.911
H -0.797 8.997 5.716
H 4.265 -1.073 -0.678
H -0.436 8.660 3.989
H 0.746 -0.147 1.515
H -0.618 -4.957 -6.682
H -3.341 8.457 5.449
H -1.194 -4.570 6.082
H 4.006 -2.312 -4.781
H -2.509 -3.569 5.423
H -0.999 -2.444 2.559
H 2.485 -2.838 3.683
H 1.591 -4.101 -0.771
H -1.662 6.209 2.829

The charge is 0. The HOMO energy is -0.282 Ha. The gap between HOMO and LUMO comes out at 6.16 eV. The SMILES is C=Cc1nc2c(N)c(P(O)Br)c(C)c(N=C(C)C)c2nc1Br.COCCOCCOC.COCCOCCOC.

=====

5.
40 unconnected molecules or ions with the total composition H80O40 in a non-equilibrium geometry. Source: the OMol25 dataset; level of theory: wB97M-V/def2-TZVPD.

CARTESIAN COORDINATES (ANGSTROEM)
O -1.798 4.672 0.333
O 4.811 -3.223 1.092
O -2.283 -0.220 -6.295
O 0.241 0.180 3.258
O -2.030 -5.202 -2.466
O -1.070 -0.091 -0.933
O 5.692 0.883 0.461
O -0.595 -4.620 2.062
O 1.272 -6.410 -0.051
O -0.991 -2.972 -4.988
O -2.061 5.606 -2.008
O 1.514 4.886 4.041
O 0.320 3.032 0.194
O -4.871 1.282 -3.067
O 1.663 -0.107 -1.520
O -3.719 1.884 -0.435
O -1.154 3.028 -2.064
O -2.123 -3.441 -0.150
O -3.904 3.704 2.410
O 3.134 -3.487 4.414
O -4.584 -1.805 0.876
O 1.661 -3.138 0.604
O 4.416 3.935 -3.296
O -1.294 0.451 5.940
O 1.573 -0.704 1.364
O 1.381 -4.300 -2.053
O 0.187 -1.091 -3.533
O -1.311 1.598 1.818
O -2.358 4.685 4.703
O -4.094 4.048 -2.163
O 4.472 1.243 -2.039
O -1.745 -1.319 1.333
O 2.612 2.659 5.534
O 0.585 -2.489 3.133
O -1.290 4.241 -4.519
O 2.426 1.745 0.693
O -3.561 -1.318 -2.059
O 5.550 -2.511 -1.675
O 2.564 -2.771 -4.578
O 0.770 -1.845 5.765
H -0.088 -4.071 1.467
H 3.762 3.137 -3.058
H 1.451 -1.744 5.049
H 1.219 -2.169 2.387
H -0.201 -0.547 -0.742
H -3.835 -2.196 -1.846
H -1.131 0.761 1.416
H 0.721 -5.840 0.486
H 0.624 -0.946 6.127
H -0.286 0.782 3.803
H 2.380 -0.828 1.868
H 0.522 -1.644 3.541
H 2.587 -2.062 -5.216
H 1.609 -2.885 -4.405
H 3.133 -4.440 4.471
H 5.590 -0.033 0.702
H -4.213 3.362 -1.470
H -0.465 -0.495 3.094
H 0.911 5.608 3.931
H -2.512 -0.799 1.536
H -1.500 5.764 -1.259
H 4.655 4.229 -2.415
H 0.673 2.342 -0.378
H -1.794 1.115 6.418
H -1.936 -2.912 -4.908
H -4.018 -2.399 1.381
H -2.086 -4.402 -0.377
H -3.309 1.381 0.291
H -3.016 5.645 -2.102
H 1.856 -4.599 -1.207
H -1.914 -0.877 -5.687
H 1.032 3.277 0.785
H -2.704 -3.373 0.626
H 1.908 1.015 1.215
H -0.693 2.302 1.656
H -3.520 1.412 -1.241
H -5.721 1.242 -3.506
H -1.585 -1.450 0.350
H 4.945 -2.871 -0.940
H 1.766 -0.957 0.419
H -1.275 -5.074 -3.063
H 2.349 0.586 -1.624
H -2.707 -5.756 -2.894
H 1.711 -0.525 -2.373
H 3.163 1.235 0.328
H -4.834 0.394 -2.729
H 2.967 3.098 4.699
H 5.727 -3.445 1.083
H 0.923 -6.742 -0.878
H -2.505 5.132 3.870
H 2.264 -3.094 4.680
H -0.369 -1.510 -4.186
H -0.876 4.257 0.271
H -1.358 4.022 -2.237
H -1.888 0.549 -5.887
H -2.412 3.914 0.350
H -4.004 -1.520 0.173
H 4.009 -3.744 1.162
H -1.923 2.616 -1.688
H -1.466 5.121 -4.149
H -2.683 -1.006 -2.029
H -3.982 4.461 1.802
H -3.758 2.936 1.843
H 0.986 -1.674 -3.334
H 1.477 4.348 4.821
H -3.024 3.987 4.648
H 1.129 -2.313 0.630
H 2.067 1.958 5.164
H 5.077 1.369 -1.309
H -0.352 -4.162 2.909
H -1.162 3.594 -3.824
H -4.951 3.645 -2.556
H -1.893 -0.214 5.613
H 1.234 -3.835 1.100
H 4.808 0.543 -2.621
H 6.494 1.068 1.001
H -0.663 0.386 -1.670
H 1.975 -3.827 -2.615
H -0.758 -2.386 -5.734
H 5.558 -3.005 -2.550

The charge is 0. The calculation puts the relative energy (zero: lowest compared OMol25 entry of this formula, charge and spin) at 236.1 kcal/mol. The HOMO energy is -0.365 Ha. The gap between HOMO and LUMO comes out at 9.28 eV.